No. 1
DFT (ωB97M-V with the def2-TZVPD basis set) results for 2 unconnected molecules or ions with the total composition HN3O4S at a distorted geometry.

Each line ends with the natural charge from an NBO analysis.
Geometry (Å):
O: 1.3047 -0.6470 -1.6287  -0.849
O: 1.0636 -2.8473 0.4770  -0.280
O: 0.9107 -1.0786 1.7041  -0.392
N: 0.7546 -1.7426 0.7097  0.394
H: 0.3100 0.3238 1.0762  0.505
S: 0.0989 -0.6126 -0.7298  1.489
N: -2.5432 2.7708 -0.4793  -0.002
O: 0.0618 0.6963 0.2067  -0.869
N: -1.9610 3.1371 -1.3360  0.003

Results
* charge: 0
* highest occupied orbital energy: -10.75 eV
* ΔE to the lowest compared entry with this formula, charge and spin: 0.163 eV
* LUMO energy: -0.0217 Eh
* multiplicity: 1

=====

No. 2
DFT (ωB97M-V with the def2-TZVPD basis set) results for 2 unconnected molecules or ions with the total composition C6H14NS2 at a distorted geometry.

Each line ends with the natural charge from an NBO analysis.
Geometry (Å):
H: 0.2263 -2.1552 -1.0482  0.255
H: 0.0656 -1.6455 2.6856  0.430
C: 1.1342 -1.8127 -0.5031  -0.465
H: -2.2482 0.3054 2.3598  0.188
N: -0.1462 -1.7753 1.6270  -0.600
S: 1.9559 0.0070 1.4270  0.025
H: 2.1307 0.0479 -1.3202  0.212
H: 1.5955 1.2737 0.8128  0.161
H: -0.2177 2.8861 -0.2840  0.182
C: -0.7786 -0.6304 0.8759  -0.267
C: 0.6868 -0.9775 0.6579  -0.059
C: -1.9532 2.0191 -0.8973  -0.404
H: -0.3956 -2.7097 1.4199  0.438
H: -0.0528 1.9467 -1.9507  0.227
H: 0.7838 -0.5293 -2.1585  0.212
H: 1.8790 -2.5219 -0.1320  0.240
S: -1.0453 0.7921 2.0670  0.365
C: 1.6303 -0.8914 -1.6162  -0.613
C: -0.7220 2.2893 -1.1028  -0.383
H: -1.7109 1.4632 1.1754  0.200
H: 2.2506 -1.3244 -2.3931  0.246
H: -2.6223 1.5099 -1.6685  0.233
H: -2.4458 2.4327 -0.0339  0.178

Results
* charge: +1
* highest occupied orbital energy: -12.69 eV
* ΔE to the lowest compared entry with this formula, charge and spin: 4.858 eV
* LUMO energy: -0.1263 Eh
* multiplicity: 1